[1]
9
Properties=species:S:1:pos:R:3 method="wB97M-V/def2-TZVPD" charge=0 homo_lumo_gap_ev="7.448 / 6.802" spin_multiplicity=1 fmax_ev_per_a=2.4 e_tot_ev=-28333.5975 de_lowest_kcal_mol=157.4
C 0.4670 -0.0319 -0.3622
N 0.3413 -0.1233 0.9600
O 0.0408 0.7647 1.7389
O 0.8037 -1.3721 1.5081
S -2.0915 1.3900 -1.6185
S 0.4034 -1.4386 -1.3118
H -0.7334 1.5337 -1.3681
H 0.7524 -1.4959 2.4881
H 0.9996 -1.1287 -2.4258

---

[2]
8
Properties=species:S:1:pos:R:3 method="wB97M-V/def2-TZVPD" charge=0 homo_lumo_gap_ev=10.665 smiles="O=C=NO.O" spin_multiplicity=1 fmax_ev_per_a=2.1 e_tot_ev=-8715.4376 de_lowest_kcal_mol=35.3
O -2.8713 -1.2795 0.1449
C -2.1171 -0.4142 0.0768
N -1.1258 0.2550 0.1571
O -0.5825 1.3246 -0.4650
H -0.8160 2.1277 0.0947
O 2.5335 -1.0205 -0.0248
H 3.1442 -0.4591 0.4573
H 1.8351 -0.5339 -0.4409

---

[3]
8
Properties=species:S:1:pos:R:3 method="wB97M-V/def2-TZVPD" charge=0 homo_lumo_gap_ev="9.618 / 8.579" spin_multiplicity=1 fmax_ev_per_a=4.6 e_tot_ev=-8710.7597 de_lowest_kcal_mol=143.1
C 0.1082 -0.2301 0.6963
N 1.0742 0.4251 -0.0966
O 1.4509 -0.2715 -1.0208
O 1.4595 1.5124 0.1531
O -1.9921 -0.0415 -0.6063
H 0.0987 -1.2939 0.8493
H -0.6433 0.2278 1.4484
H -1.5560 -0.3282 -1.4234

---

[4]
8
Properties=species:S:1:pos:R:3 method="wB97M-V/def2-TZVPD" charge=0 homo_lumo_gap_ev="9.859 / 9.858" smiles=C#[N+][O-].OO spin_multiplicity=1 fmax_ev_per_a=3.8 e_tot_ev=-8711.3688 de_lowest_kcal_mol=129.1
C 0.5838 0.4628 1.1341
N 0.2575 1.6005 0.9798
O -0.4488 2.5527 0.6655
H 1.3173 -0.1501 1.6045
O -0.0994 -1.2471 -1.7587
O -0.3296 -0.7387 -0.4071
H -0.1099 -2.1782 -1.7333
H -1.1709 -0.3019 -0.4847

---

[5]
9
Properties=species:S:1:pos:R:3 method="wB97M-V/def2-TZVPD" charge=-1 homo_lumo_gap_ev=8.092 smiles="N=[P@]([O-])(O)C=O" spin_multiplicity=1 fmax_ev_per_a=4.0 e_tot_ev=-18008.7681 de_lowest_kcal_mol=41.3
N 0.5186 1.0989 -1.2236
P 0.7045 0.4095 0.1892
O 1.6254 0.8195 1.2581
O 0.7366 -1.2559 -0.0625
C -1.0215 0.6550 1.3074
O -2.1502 0.2530 1.2416
H 1.1668 1.8962 -1.0670
H -0.0476 -1.2803 -0.7062
H -0.8442 1.7616 1.6018

---

[6]
9
Properties=species:S:1:pos:R:3 method="wB97M-V/def2-TZVPD" charge=-1 homo_lumo_gap_ev="7.340 / 6.421" spin_multiplicity=1 fmax_ev_per_a=3.4 e_tot_ev=-18006.6325 de_lowest_kcal_mol=90.6
C 2.0400 -0.6677 -0.2790
N -1.6737 -1.0186 -1.4298
O -1.3087 -1.2362 1.1817
O 2.7371 -1.2125 0.5795
O -1.1199 1.0843 0.0342
P -0.9797 -0.6026 -0.0809
H 2.4614 0.2629 -0.6215
H -2.1665 -1.9969 -1.3908
H -1.3076 1.2376 -0.9100

---

[7]
10
Properties=species:S:1:pos:R:3 method="wB97M-V/def2-TZVPD" charge=+1 homo_lumo_gap_ev=10.925 spin_multiplicity=1 fmax_ev_per_a=6.4 e_tot_ev=-28835.5970 de_lowest_kcal_mol=5.8
C -1.2419 0.7289 1.7728
N -1.0011 0.5687 2.8817
O 1.3705 0.6338 0.4184
O 0.2040 -1.6220 0.0774
O 0.3266 0.0802 -1.9877
P 0.1932 -0.0323 -0.2600
S -1.5645 0.8739 0.1489
H 2.2368 0.5186 -0.0629
H -0.1203 -2.2773 -0.5551
H -0.4035 0.5276 -2.4336

---

[8]
9
Properties=species:S:1:pos:R:3 method="wB97M-V/def2-TZVPD" charge=0 homo_lumo_gap_ev="7.521 / 7.525" spin_multiplicity=1 fmax_ev_per_a=4.5 e_tot_ev=-19546.1710 de_lowest_kcal_mol=164.7
C 0.8545 1.5770 0.3608
N -0.6573 -1.0840 -0.3100
O 2.7485 -0.0576 -0.7012
O 1.4611 -0.9796 1.2088
O 0.3696 -0.4291 -1.0042
S 1.6167 -0.0478 0.0964
H 1.7339 2.0498 -0.1390
H -0.1689 -1.5524 0.5127
H -1.3539 -0.4726 0.0821

---

[9]
9
Properties=species:S:1:pos:R:3 method="wB97M-V/def2-TZVPD" charge=0 homo_lumo_gap_ev="9.334 / 6.749" spin_multiplicity=1 fmax_ev_per_a=2.8 e_tot_ev=-19548.1912 de_lowest_kcal_mol=118.1
C -0.5965 -0.8323 0.4265
N -3.9226 -0.0090 -0.1427
O -4.6612 -0.5162 0.6562
O 1.6725 -2.3869 0.1208
O -4.0125 0.8853 -0.9211
S 0.2161 -2.3809 -0.1514
H 0.1255 -0.1012 0.7082
H -1.1000 -0.4412 -0.5120
H -1.2776 -1.1544 1.3580

---

[10]
11
Properties=species:S:1:pos:R:3 method="wB97M-V/def2-TZVPD" charge=0 homo_lumo_gap_ev="6.924 / 6.279" spin_multiplicity=3 fmax_ev_per_a=6.3 e_tot_ev=-41218.1589 s2=2.01 de_lowest_kcal_mol=28.5
C -1.7181 0.3104 -0.1807
N 2.3290 0.1248 0.0237
O 0.4131 -0.9827 1.3467
O 0.6172 -1.3135 -1.0750
O 0.0476 0.8759 -0.2550
S -2.1577 -1.1396 -0.5817
S -2.5152 1.6749 0.4272
S 0.7645 -0.5010 0.0389
H 2.8907 0.0222 0.9637
H 2.9687 -0.1515 -0.8110
H -3.6398 1.0802 0.1032

---

[11]
9
Properties=species:S:1:pos:R:3 method="wB97M-V/def2-TZVPD" charge=0 homo_lumo_gap_ev=11.571 smiles=N#C[Si](O)(O)O spin_multiplicity=1 fmax_ev_per_a=4.0 e_tot_ev=-16599.3227 de_lowest_kcal_mol=7.1
N 2.2714 -0.7842 -2.5273
C 1.3348 -0.5984 -1.9000
Si 0.1658 -0.0552 -0.2571
O 0.1964 1.5597 -0.2039
O 0.9891 -0.6945 1.0275
O -1.2432 -0.7468 -0.5808
H -0.3002 2.1223 0.4355
H 0.7921 -1.5937 1.1932
H -2.1870 -0.5231 -0.3171

---

[12]
9
Properties=species:S:1:pos:R:3 method="wB97M-V/def2-TZVPD" charge=0 homo_lumo_gap_ev=10.617 smiles=Cn1oooo1 spin_multiplicity=1 fmax_ev_per_a=3.7 e_tot_ev=-10754.2931 de_lowest_kcal_mol=212.7
C -1.2583 0.0316 -0.0206
N 0.1404 0.0004 -0.4547
O 0.8355 -1.0714 0.1307
O 2.1415 -0.7190 0.0598
O 2.1415 0.7569 -0.0565
O 0.8563 1.1061 0.1672
H -1.2038 -0.4054 0.9042
H -1.7194 0.9930 -0.1653
H -1.9337 -0.6922 -0.5650